(1)
Below is 2 unconnected molecules or ions with the total composition C8H8Si at a distorted geometry, with properties calculated with ωB97M-V with the def2-TZVPD basis set.

The geometry in XYZ format:
```
17
Properties=species:S:1:pos:R:3:nbo_charge:R:1
Si 1.4166 1.5940 0.2501 1.22
C -0.2872 -0.5771 -0.5779 -0.17
C -1.5067 -1.2451 -0.6111 -0.19
C -2.6070 -0.8061 0.1483 -0.18
C 4.2709 -1.3289 -0.5305 -0.50
C -1.2710 1.0727 0.8247 -0.20
C 3.6687 -0.4803 0.0429 -0.31
C -0.1774 0.6046 0.1069 -0.51
C -2.5181 0.3868 0.8113 -0.22
H 4.8843 -2.2815 -0.6597 0.24
H 1.9056 2.6328 1.1728 -0.14
H -3.5760 0.6900 1.1401 0.23
H -1.3407 2.0973 1.2952 0.22
H 0.4956 -0.8096 -1.2099 0.23
H 1.7637 1.9998 -1.2657 -0.14
H -1.5966 -2.1601 -1.1603 0.22
H -3.5247 -1.3895 0.2230 0.22
```

As for the max |F|: 5.70 eV Å⁻¹. The LUMO energy is -1.31 eV. The orbital gap is 0.2796 Ha.


(2)
Below is a molecular structure, C19H28N2P2Re at a distorted geometry, with properties calculated with ωB97M-V with the def2-TZVPD basis set.

The geometry in XYZ format:
```
52
Properties=species:S:1:pos:R:3:lowdin_spin:R:1
Re 0.0316 0.0964 -0.1638 2.13
P -2.0527 0.7258 -0.6628 0.14
P 0.1350 -2.0837 -0.4396 0.16
N -0.1772 0.3349 1.8881 0.07
N 0.1191 -0.0474 -2.8018 0.02
C 2.9039 -2.3346 -3.2181 0.00
C 1.3126 -2.8762 0.6993 0.03
C 1.4237 -0.4787 -2.8700 0.01
C 3.7798 -0.0531 -3.2376 -0.01
C 0.6393 3.4695 -3.7435 0.00
C -2.5006 2.3771 -0.0102 0.04
C 0.6442 -2.7694 -2.1175 0.02
C -0.6355 3.7218 -4.1925 0.01
C 0.9482 2.2263 -3.1556 0.02
C -1.3784 -3.0399 -0.1544 0.06
C -1.7230 2.8719 -3.9057 0.01
C 1.6525 -1.8931 -2.8110 0.02
C -0.1228 1.2681 -3.1130 0.02
C 2.2753 1.8574 -2.8249 0.00
C -1.4904 1.6771 -3.2419 0.01
C 3.9235 -1.3965 -3.4748 0.02
C 2.5128 0.4657 -2.9049 0.02
C -3.4400 -0.2774 -0.0417 0.03
C -2.5379 0.9192 -2.4878 0.03
H -0.3106 -2.9201 -2.6511 0.00
H 1.4987 4.1345 -3.7960 0.00
H -3.4920 1.4563 -2.4861 0.00
H -2.0704 -2.8825 -0.9869 0.00
H 1.0925 -3.7486 -1.9052 0.00
H -3.4395 2.7100 -0.4744 0.00
H 2.9248 2.5289 -2.2624 0.00
H -0.6768 1.1810 2.1756 0.01
H 4.8794 -1.7428 -3.8387 0.00
H -2.6511 2.3073 1.0768 0.00
H -0.6600 -0.4713 2.3019 0.01
H 4.5503 0.7112 -3.2958 0.00
H -3.3861 -0.3016 1.0567 0.00
H -2.7507 3.1716 -4.1307 0.00
H -4.3788 0.2064 -0.3513 0.00
H -0.8052 4.6473 -4.7268 0.00
H 1.5084 -3.8945 0.3424 0.01
H 2.2469 -2.3044 0.7448 0.00
H -1.7121 3.1125 -0.2215 0.00
H 1.1422 1.2809 -0.4191 0.09
H 1.6306 -0.0469 0.4143 0.00
H -1.8581 -2.7120 0.7767 0.00
H -2.7466 -0.1084 -2.8239 0.00
H 0.8713 -2.8949 1.7037 0.00
H -1.0931 -4.0969 -0.0759 0.01
H -3.3828 -1.2992 -0.4401 0.00
H 3.0916 -3.4133 -3.2753 0.00
H 0.7620 0.3906 2.3044 0.01
```

The charge is +2. Its multiplicity is 4. As for the expectation value of S²: 3.769. As for the max |F|: 5.56 eV Å⁻¹. The LUMO energy (spin up / spin down) is -7.42 / -8.44 eV. The orbital gap (spin up / spin down) is 0.2367 / 0.2014 Ha.


(3)
Below is 2 unconnected molecules or ions with the total composition CH2Br2ClOP at a distorted geometry, with properties calculated with ωB97M-V with the def2-TZVPD basis set.

The geometry in XYZ format:
```
8
Properties=species:S:1:pos:R:3:nbo_charge:R:1
Br -3.7251 1.7661 0.0183 -0.22
Br -3.7678 -1.7153 -0.7003 -0.19
Cl -0.3738 1.3276 -1.5591 0.07
P -3.2458 -0.2905 0.9525 1.33
O -4.1143 -0.5075 2.0664 -0.97
C -0.0674 0.5164 -0.1546 -0.44
H -0.7929 0.8408 0.6881 0.21
H 0.7509 -0.1726 -0.2190 0.21
```

As for the max |F|: 3.12 eV Å⁻¹. The LUMO energy (spin up / spin down) is -0.54 / -3.43 eV. The orbital gap (spin up / spin down) is 0.3444 / 0.1915 Ha.


(4)
Below is a molecular structure, C39H47AsCrN6O4P at a distorted geometry, with properties calculated with ωB97M-V with the def2-TZVPD basis set.

The geometry in XYZ format:
```
99
Properties=species:S:1:pos:R:3:lowdin_spin:R:1
As 0.6637 -1.0628 -1.1604 0.00
Cr 0.5469 1.3519 1.2941 2.93
P -0.7252 -1.5015 2.7610 0.01
O -0.1112 -0.4055 1.9090 0.03
O -1.2775 2.2546 1.5278 0.02
O -2.5101 3.3747 5.4044 0.00
O -2.1491 -1.8626 2.5164 0.00
N 2.4988 0.8971 1.9002 0.00
N -1.2911 -0.0977 4.9885 0.00
N 0.5536 1.9869 3.1774 -0.01
N -0.6604 2.3688 3.7275 0.00
N -0.5954 -3.5483 1.1445 0.00
N 0.4884 0.7252 -0.5975 -0.02
C 2.7741 1.3314 3.1578 0.00
C 1.6122 1.9037 3.8751 0.04
C -0.5017 0.6182 -3.7752 0.00
C 1.4461 -0.8419 -2.9273 0.00
C -1.1404 -1.6946 -1.6536 0.00
C -5.6306 3.4323 3.6020 0.00
C 1.3490 1.7497 -0.8853 0.00
C 3.2602 -0.5490 -6.8258 0.00
C -3.3609 3.2572 4.3544 0.00
C -1.6245 2.4833 2.7057 0.00
C 3.2579 -1.3350 -4.4366 0.00
C -1.1432 -2.9197 -2.3422 0.00
C 4.0114 1.1983 3.7385 0.01
C -2.3675 -1.0798 -1.3463 0.00
C 3.4583 -2.2298 -2.1359 0.00
C 5.0266 0.5827 3.0044 0.01
C -2.4896 0.1725 -0.5210 0.00
C 0.1951 -3.0314 2.3099 0.00
C -5.2567 3.0806 2.3001 0.00
C -3.5616 -2.8297 -2.5525 0.00
C 3.4969 2.7259 -1.4465 -0.01
C 2.6442 1.6611 -1.4842 -0.01
C -2.9688 2.8654 3.0594 0.00
C 1.9113 4.0739 -0.2676 0.01
C -4.6997 3.5229 4.6149 0.00
C -0.4474 -1.2098 4.5186 0.00
C 0.8090 -0.1093 -3.9367 0.00
C 0.9813 2.9989 -0.3142 -0.02
C -2.3524 -3.4574 -2.7826 0.00
C 0.0965 -3.7307 -2.6458 0.00
C -3.5415 -1.6530 -1.8113 0.00
C 3.1544 3.9403 -0.8039 -0.02
C 2.6926 -1.4469 -3.1763 0.00
C -4.8567 -3.4016 -3.0572 0.00
C 3.4593 0.2803 1.2250 0.01
C 4.7405 0.1061 1.7441 0.00
C 1.4156 -0.0321 -5.1900 0.00
C -3.9422 2.7991 2.0379 0.00
C 2.6291 -0.6384 -5.4649 0.00
H -2.3352 -4.3982 -3.3213 0.00
H 0.6115 -1.0021 4.6965 0.00
H 0.5321 -3.4631 -3.6087 0.00
H 1.2194 -2.8504 1.9929 0.00
H 2.7181 0.1392 -7.4708 0.00
H -1.9373 0.0812 0.4115 0.00
H -1.5850 -3.2853 1.3184 0.00
H -2.1129 1.0533 -1.0459 0.00
H -5.5557 -3.5677 -2.2368 0.00
H 4.2163 -1.8048 -4.6271 0.00
H 4.2942 -0.2113 -6.7557 0.00
H 5.4900 -0.3958 1.1494 0.00
H 3.4520 -1.7491 -1.1550 0.00
H -5.3353 -2.7157 -3.7571 0.00
H 4.4657 2.6361 -1.9216 0.00
H 0.1625 -3.7780 3.1006 0.00
H -5.9951 3.0282 1.5143 0.00
H -0.4745 1.5517 -4.3375 0.00
H 4.1810 1.5617 4.7425 0.00
H -0.3017 -3.0535 0.2882 0.00
H -2.2568 -0.3097 4.7388 0.00
H -0.0709 3.2163 -0.1692 0.00
H 6.0169 0.4752 3.4244 0.00
H 3.0447 -3.2315 -2.0007 0.00
H -1.3239 0.0182 -4.1716 0.00
H -0.9198 1.6752 4.4633 0.00
H -0.1566 -4.7902 -2.6793 0.00
H -1.2795 -0.0744 6.0036 0.00
H -0.7376 0.8572 -2.7431 0.00
H 4.4947 -2.3508 -2.4452 0.00
H -4.7006 -4.3495 -3.5683 0.00
H -0.5089 -4.5564 1.0076 0.00
H -4.4810 -1.1645 -1.5779 0.00
H -3.5364 0.3414 -0.2744 0.00
H 0.8868 -3.6058 -1.9007 0.00
H 0.9203 0.5343 -5.9703 0.00
H 1.6492 2.1765 4.9264 0.00
H 3.8521 4.7651 -0.7909 0.00
H 3.2709 -1.5265 -7.3099 0.00
H -1.6093 3.5472 5.0934 0.00
H 1.5952 5.0236 0.1451 0.00
H 3.1943 -0.0879 0.2435 0.00
H -6.6675 3.6491 3.8212 0.00
H -4.9781 3.8149 5.6172 0.00
H -3.6253 2.5070 1.0479 0.00
H -0.6956 -2.1551 5.0135 0.00
H 2.9447 0.7498 -1.9791 0.00
```

The charge is +2. Its multiplicity is 4. As for the expectation value of S²: 3.823. As for the max |F|: 1.84 eV Å⁻¹. The LUMO energy (spin up / spin down) is -6.27 / -6.53 eV. The orbital gap (spin up / spin down) is 0.2206 / 0.2124 Ha.


(5)
Below is 2 unconnected molecules or ions with the total composition CH7N2O at a distorted geometry, with properties calculated with ωB97M-V with the def2-TZVPD basis set.

The geometry in XYZ format:
```
11
Properties=species:S:1:pos:R:3:nbo_charge:R:1
O -2.2092 0.4665 0.2911 -0.97
N 1.4542 -1.2193 0.8387 -0.52
N 0.2647 -0.0037 -0.7415 -0.75
C 1.4359 -0.1649 0.1816 0.23
H 2.1778 0.6239 0.1359 0.21
H -3.0749 0.2206 -0.0609 0.51
H 0.2244 -0.8523 -1.3164 0.46
H 2.2847 -1.2679 1.4193 0.39
H -2.3112 1.3518 0.6845 0.51
H 0.3558 0.8307 -1.3031 0.44
H -0.6021 0.0147 -0.1292 0.50
```

The charge is +1. As for the max |F|: 1.51 eV Å⁻¹. The LUMO energy is -3.68 eV. The orbital gap is 0.4555 Ha.


(6)
Below is 2 unconnected molecules or ions with the total composition H3OP at a distorted geometry, with properties calculated with ωB97M-V with the def2-TZVPD basis set.

The geometry in XYZ format:
```
5
Properties=species:S:1:pos:R:3:nbo_charge:R:1
P -0.3238 0.7560 0.0004 0.71
O 1.1440 -0.0729 -0.0287 -0.98
H 1.5879 -0.1592 0.7346 0.49
H -1.5596 -0.8900 0.5417 -0.16
H -0.8486 0.3660 -1.2480 -0.06
```

As for the max |F|: 6.31 eV Å⁻¹. The LUMO energy is -0.06 eV. The orbital gap is 0.3401 Ha.